# 1
Molecular formula: C26H51BrNO32P2S7
Method: DFT, wB97M-V/def2-TZVPD

Geometry as XYZ:
```
120
C26H51BrNO32P2S7 wB97M-V/def2-TZVPD
C -0.92 -1.42 1.14
C -2.23 -0.65 1.05
C -3.45 -1.42 0.26
C -4.84 -0.62 -0.09
P -5.80 0.76 0.84
C -5.03 2.43 0.21
C -7.58 0.78 0.05
N -5.30 -1.13 -1.29
C -4.37 -2.19 -1.88
P -4.84 -4.02 -1.64
O -3.54 -4.71 -0.70
Br -6.68 -4.06 -0.26
C -2.93 -1.63 -1.29
C -2.48 -0.22 -2.04
O -1.01 -0.23 -2.20
C -0.51 1.05 -2.75
O -0.30 2.11 -1.76
C 0.72 1.75 -0.76
C 0.25 2.53 0.65
O -0.29 3.86 0.24
H -0.38 -1.59 0.10
H -0.49 -1.87 2.13
H -2.32 0.43 1.49
H -3.69 -2.43 0.80
H -5.88 3.13 -0.24
H -4.51 3.04 1.06
H -4.21 2.22 -0.63
H -8.17 -0.20 0.28
H -8.17 1.76 0.36
H -7.41 0.81 -1.13
H -6.17 -0.90 -1.84
H -4.27 -2.02 -3.04
H -3.96 -5.11 0.12
H -2.08 -2.45 -1.32
H -2.94 -0.27 -3.12
H -2.84 0.74 -1.48
H -1.37 1.44 -3.48
H 0.43 0.89 -3.47
H 0.77 0.61 -0.49
H 1.80 2.14 -0.99
H 1.12 2.61 1.43
H -0.68 1.91 1.06
H -1.28 3.77 0.01
C -3.32 5.31 4.02
C -3.09 6.79 3.70
O -3.76 7.00 2.45
S -5.06 6.02 2.37
O -6.22 6.79 2.77
O -4.99 5.27 1.14
O -4.66 5.03 3.60
H -2.65 4.67 3.45
H -3.21 5.11 5.09
H -2.03 7.04 3.61
H -3.56 7.43 4.44
C 2.59 -6.12 0.61
C 1.20 -5.78 1.14
O 1.37 -4.60 1.92
S 2.57 -3.71 1.26
O 1.96 -2.69 0.42
O 3.53 -3.40 2.29
O 3.19 -4.87 0.29
H 3.20 -6.60 1.38
H 2.55 -6.76 -0.28
H 0.78 -6.59 1.76
H 0.51 -5.56 0.33
C 2.48 -2.36 5.81
C 2.36 -1.39 4.64
O 1.09 -0.75 4.81
S 0.77 -0.64 6.41
O 1.14 0.69 6.85
O -0.54 -1.21 6.65
O 1.90 -1.68 6.93
H 1.90 -3.27 5.63
H 3.52 -2.63 6.03
H 2.41 -1.89 3.68
H 3.13 -0.61 4.69
C 5.10 2.39 -0.41
C 5.44 3.60 0.46
O 4.85 3.33 1.73
S 4.87 1.72 1.98
O 6.02 1.41 2.81
O 3.53 1.29 2.31
O 5.20 1.26 0.45
H 4.07 2.45 -0.78
H 5.79 2.29 -1.26
H 5.05 4.53 0.04
H 6.52 3.69 0.60
C 0.91 -0.20 -6.75
C 0.68 1.24 -7.20
O 1.97 1.73 -7.55
S 2.87 0.50 -8.13
O 2.81 0.54 -9.57
O 4.11 0.45 -7.39
O 1.91 -0.72 -7.62
H 1.29 -0.23 -5.72
H 0.00 -0.80 -6.82
H 0.23 1.86 -6.42
H 0.05 1.28 -8.10
C -3.05 -5.36 5.89
C -4.03 -4.23 6.19
O -3.23 -3.07 6.34
S -1.93 -3.19 5.37
O -2.20 -2.46 4.15
O -0.74 -2.98 6.17
O -2.05 -4.78 5.05
H -2.56 -5.71 6.80
H -3.53 -6.20 5.39
H -4.62 -4.42 7.09
H -4.71 -4.07 5.35
C 7.56 0.47 -6.67
C 6.71 1.71 -6.96
O 7.55 2.82 -6.67
S 9.09 2.42 -7.00
O 9.42 2.93 -8.31
O 9.90 2.69 -5.83
O 8.88 0.81 -7.11
H 7.60 0.27 -5.60
H 7.20 -0.41 -7.20
H 5.80 1.74 -6.35
H 6.44 1.76 -8.02
```

Properties
E_LUMO in eV: -4.472
Charge: +1
HOMO-LUMO gap in eV: 6.131
HOMO in eV: -10.60
Total energy in eV: -259240.7888

# 2
Molecular formula: C14H30N3O2PPbSi
Method: DFT, wB97M-V/def2-TZVPD

Geometry as XYZ:
```
52
C14H30N3O2PPbSi wB97M-V/def2-TZVPD
Pb -0.43 -0.81 -0.30
Si 0.26 1.37 -2.52
P 0.93 2.11 0.03
N -1.23 0.46 1.52
H 1.83 -2.58 -0.67
C 1.40 1.93 1.81
H 1.96 2.83 2.11
H 2.02 1.04 1.96
H 0.51 1.82 2.43
C 2.55 2.78 -0.53
H 2.79 3.65 0.10
H 2.50 3.08 -1.59
H 3.32 2.01 -0.42
C 0.00 3.68 0.30
H 0.68 4.39 0.80
H -0.88 3.49 0.94
H -0.35 4.09 -0.65
C 1.54 0.70 -3.81
H 1.76 -0.36 -3.62
H 2.49 1.25 -3.75
H 1.20 0.78 -4.86
H -1.09 1.12 -3.13
H 0.36 2.85 -2.65
C -2.47 0.89 1.42
C -4.66 1.17 2.50
C -3.36 0.72 2.55
C -3.03 1.51 0.22
C -4.33 1.96 0.20
C -5.16 1.81 1.34
H -5.31 1.00 3.36
H -2.99 0.22 3.44
H -2.38 1.61 -0.67
H -4.71 2.42 -0.71
H -6.18 2.18 1.27
C 2.37 -1.97 0.12
O 1.46 -1.10 0.75
C 2.89 -2.97 1.15
H 3.64 -3.64 0.71
H 2.08 -3.61 1.55
H 3.32 -2.43 2.01
C 3.47 -1.15 -0.54
H 3.94 -0.51 0.23
H 3.09 -0.50 -1.35
H 4.27 -1.77 -0.98
N -1.95 -5.09 0.61
C -1.16 -4.25 -0.10
N -0.59 -4.71 -1.24
O -0.97 -3.08 0.34
H -2.29 -5.95 0.23
H -2.39 -4.72 1.44
H 0.06 -4.09 -1.73
H -0.82 -5.62 -1.61
```

Properties
E_LUMO (alpha / beta) in eV: -0.187 / -0.367
HOMO-LUMO gap (alpha / beta) in eV: 6.741 / 5.349
HOMO (alpha / beta) in eV: -6.93 / -5.72
Energy relative to the best compared isomer or geometry (same formula, charge and spin) in eV: 0.000
Total energy in eV: -45981.2030

# 3
Molecular formula: C6H10
Method: DFT, wB97M-V/def2-TZVPD

Geometry as XYZ:
```
16
C6H10 wB97M-V/def2-TZVPD
C -1.21 -0.16 -0.94
C -1.03 -1.01 -2.03
C 1.05 -0.26 0.09
C -0.26 0.21 0.06
C -0.66 1.33 1.02
C 1.90 -0.26 1.35
H -2.19 0.32 -0.82
H -0.08 -1.50 -2.13
H -1.88 -1.28 -2.65
H 1.28 -0.97 -0.69
H -1.69 1.22 1.37
H -0.59 2.29 0.51
H 0.07 1.32 1.82
H 2.74 -0.95 1.16
H 1.32 -0.72 2.17
H 2.38 0.67 1.64
```

Properties
E_LUMO (alpha / beta) in eV: 4.455 / 4.351
Charge: -1
Expectation value of S²: 0.7668
2S+1: 2
HOMO-LUMO gap (alpha / beta) in eV: 4.224 / 6.614
HOMO (alpha / beta) in eV: 0.23 / -2.26
Energy relative to the best compared isomer or geometry (same formula, charge and spin) in eV: 0.122
Total energy in eV: -6382.0024

# 4
Molecular formula: C3H9NOS
Method: DFT, wB97M-V/def2-TZVPD

Geometry as XYZ:
```
15
C3H9NOS wB97M-V/def2-TZVPD
C 0.49 2.92 1.87
S 0.92 2.03 0.31
H 1.37 3.45 2.24
H -0.33 3.64 1.82
H 0.25 2.20 2.67
O -1.50 -3.16 -0.81
C -0.69 -2.54 -1.49
C 0.06 -1.24 -1.04
N -0.33 -0.74 0.30
H -0.47 -2.94 -2.53
H 1.13 -1.28 -1.04
H -0.27 -0.43 -1.67
H 0.25 0.62 0.66
H -1.40 -0.72 0.38
H -0.09 -1.47 0.91
```

Properties
E_LUMO in eV: 0.585
HOMO-LUMO gap in eV: 8.524
HOMO in eV: -7.94
Energy relative to the best compared isomer or geometry (same formula, charge and spin) in eV: 2.051
Total energy in eV: -17628.1536
SMILES: NCC=O.CS

# 5
Molecular formula: C17H22AuGeN2S2SeTe
Method: DFT, wB97M-V/def2-TZVPD

Geometry as XYZ:
```
47
C17H22AuGeN2S2SeTe wB97M-V/def2-TZVPD
Au -2.41 -1.03 -0.71
S -1.09 -3.07 0.38
C -1.69 -2.96 1.96
C -1.14 -3.85 2.96
N -0.66 -4.54 3.74
C -2.68 -2.03 2.34
S -3.52 -0.94 1.41
C -3.01 -2.02 3.75
N -3.24 -1.96 4.87
C 1.98 0.30 3.30
Ge 3.05 -1.12 2.54
C 4.11 -2.11 3.81
C 4.03 -0.54 0.98
C 1.68 -2.44 1.89
Se 0.66 -1.73 0.43
C 1.59 -2.60 -1.02
H 2.60 1.13 3.64
H 1.40 -0.07 4.15
H 1.28 0.69 2.55
H 4.88 -1.48 4.24
H 4.59 -2.96 3.32
H 3.48 -2.49 4.62
H 4.77 0.22 1.25
H 3.37 -0.10 0.23
H 4.57 -1.37 0.52
H 0.98 -2.61 2.71
H 2.11 -3.39 1.56
H 2.63 -2.30 -0.97
H 1.15 -2.27 -1.96
H 1.48 -3.67 -0.89
C -2.84 1.12 -3.74
Te -1.24 0.31 -2.59
C -1.23 2.23 -1.67
C -1.75 3.14 -2.76
C -1.47 4.50 -2.76
C -1.97 5.32 -3.76
C -2.76 4.77 -4.77
C -3.03 3.41 -4.78
C -2.53 2.59 -3.78
H -3.77 0.89 -3.22
H -2.86 0.66 -4.72
H -0.23 2.49 -1.35
H -1.89 2.19 -0.80
H -0.85 4.93 -1.98
H -1.75 6.37 -3.76
H -3.14 5.40 -5.56
H -3.63 2.99 -5.58
```

Properties
E_LUMO in eV: -4.363
Charge: +1
HOMO-LUMO gap in eV: 7.260
HOMO in eV: -11.62
Energy relative to the best compared isomer or geometry (same formula, charge and spin) in eV: 0.000
Total energy in eV: -175476.6714

# 6
Molecular formula: C29H44BrClN2O14P2S
Method: DFT, wB97M-V/def2-TZVPD

Geometry as XYZ:
```
94
C29H44BrClN2O14P2S wB97M-V/def2-TZVPD
C -3.04 -4.52 3.85
C -2.34 -5.21 2.70
O -2.93 -5.48 1.70
O -0.99 -5.53 2.90
C -0.15 -5.18 1.85
O -0.15 -5.82 0.83
C 0.85 -4.03 1.98
C 0.81 -3.25 3.29
C 1.19 -3.93 4.45
C 1.64 -5.39 4.40
C 1.20 -3.29 5.68
P 1.74 -4.32 7.15
O 3.12 -3.60 7.68
Br 0.15 -4.11 8.74
C 0.83 -1.95 5.74
C 0.45 -1.29 4.58
C 0.41 -1.92 3.36
C -0.04 -1.17 2.11
C -1.49 -0.62 2.19
O -1.90 0.06 1.31
Cl -2.55 -0.96 3.60
C 0.08 0.16 4.70
O 0.11 0.92 3.76
C -0.31 0.76 6.05
P -1.24 2.35 6.12
O -1.76 2.77 4.83
O -2.40 2.33 7.24
O -0.20 3.48 6.61
C 0.07 0.10 7.14
S -0.29 0.63 8.82
C 0.87 -1.19 7.03
O 1.52 -1.53 7.99
H -2.60 -3.53 4.00
H -4.08 -4.38 3.58
H -2.95 -5.09 4.78
H 0.79 -3.41 1.09
H 1.84 -4.50 1.94
H 0.88 -6.06 4.81
H 2.57 -5.48 4.97
H 1.87 -5.73 3.39
H 2.96 -3.13 8.51
H -0.07 -1.87 1.27
H 0.66 -0.37 1.88
H -2.63 1.42 7.47
H -0.08 3.42 7.57
H 0.94 1.05 9.19
C 3.48 5.05 -0.48
O 2.09 5.03 -0.77
C 1.79 4.99 -2.16
C 1.19 3.66 -2.55
N 2.18 2.59 -2.50
C 1.62 1.25 -2.61
C 0.66 0.78 -1.51
O 1.28 0.61 -0.24
C 1.38 1.79 0.54
H 3.60 5.22 0.59
H 3.95 4.09 -0.72
H 3.98 5.85 -1.02
H 2.67 5.23 -2.77
H 1.05 5.77 -2.33
H 0.80 3.73 -3.57
H 0.35 3.46 -1.87
H 2.68 2.65 -1.62
H 2.46 0.55 -2.64
H 1.11 1.16 -3.58
H 0.30 -0.20 -1.80
H -0.22 1.42 -1.42
H 0.56 2.48 0.35
H 2.34 2.28 0.37
H 1.35 1.50 1.59
C -0.48 0.23 -10.08
O -1.44 1.23 -9.77
C -2.71 0.71 -9.37
C -2.96 0.98 -7.90
N -2.09 0.18 -7.05
C -2.11 0.57 -5.64
C -1.60 1.97 -5.29
O -0.21 2.15 -5.50
C 0.15 2.52 -6.83
H 0.38 0.73 -10.51
H -0.16 -0.30 -9.18
H -0.88 -0.49 -10.80
H -2.79 -0.36 -9.59
H -3.46 1.23 -9.96
H -4.01 0.75 -7.67
H -2.81 2.06 -7.73
H -1.14 0.25 -7.39
H -1.48 -0.15 -5.11
H -3.12 0.46 -5.25
H -1.74 2.10 -4.21
H -2.17 2.77 -5.77
H -0.62 3.11 -7.32
H 0.38 1.63 -7.42
H 1.06 3.11 -6.77
```

Properties
E_LUMO in eV: -1.957
HOMO-LUMO gap in eV: 6.490
HOMO in eV: -8.45
Total energy in eV: -174409.3286
SMILES: CC(=O)OC(=O)Cc1c(C)c(P(O)Br)c2c(c1CC(=O)Cl)C(=O)C(P(=O)(O)O)=C(S)C2=O.COCCNCCOC.COCCNCCOC